C20H41N5O2PS2Si2TcTe | the ωB97M-V functional and the def2-TZVPD basis

Atoms and positions in Å:
H  1.501  1.030  -3.300
H  -0.087  1.007  -4.106
C  -0.607  3.844  -4.899
H  -2.716  0.703  -2.816
Si  0.733  3.401  -3.718
S  3.043  -0.799  3.841
H  -3.971  -2.796  -1.376
H  -2.001  -3.200  5.124
C  4.538  -0.351  -2.260
H  -0.550  3.284  -5.834
O  0.386  -2.013  3.013
Tc  0.630  -1.160  -0.474
H  -0.605  2.475  2.975
H  -1.360  -0.502  1.088
H  -0.106  -3.883  3.656
H  0.788  -1.881  5.797
H  1.685  0.887  6.251
C  -3.941  0.945  0.142
H  -0.013  1.342  6.507
C  -4.434  -1.839  -1.123
H  -0.489  4.383  -1.765
H  -1.170  -1.963  -0.014
H  1.141  3.879  -1.293
O  0.279  0.243  4.070
C  0.769  -2.869  5.330
H  -5.135  -2.024  -0.306
H  3.606  -2.662  -4.342
N  0.232  -2.614  -1.964
C  -1.882  -1.285  0.529
H  -0.178  3.582  4.285
C  -0.150  -2.908  4.135
C  0.678  1.647  4.497
C  1.278  -2.800  -2.835
C  -0.644  -3.559  -2.320
H  -1.606  -3.759  -1.876
H  0.387  -3.563  6.079
H  3.159  3.296  -3.535
C  0.547  4.310  -2.106
C  0.907  1.602  5.982
N  -0.133  -4.227  -3.339
Te  -0.462  1.022  -1.517
C  3.438  -0.308  -1.409
H  2.682  4.574  -4.650
C  3.564  -1.974  -3.505
H  -1.882  -0.861  -2.779
C  -1.570  -2.496  4.411
H  3.399  0.356  -0.559
C  2.462  3.550  -4.339
H  -4.395  0.702  1.106
H  2.667  2.907  -5.197
H  1.780  -3.190  5.079
H  -5.022  -1.512  -1.983
H  -1.367  2.305  4.569
P  1.132  -0.677  3.180
S  1.449  0.127  1.317
H  -1.618  -1.498  4.847
N  4.601  -1.168  -3.302
C  2.456  -1.949  -2.678
C  -0.440  2.550  4.050
H  -2.304  -1.956  1.280
H  -3.202  1.731  0.317
H  -0.534  -5.009  -3.845
C  -2.197  -0.012  -2.173
H  0.906  5.333  -2.247
H  5.382  0.305  -2.083
C  0.515  1.499  -3.340
H  1.603  1.881  3.966
N  2.388  -1.107  -1.626
H  -4.730  1.362  -0.488
H  -2.174  -2.527  3.505
N  1.093  -3.765  -3.684
H  -0.565  4.905  -5.156
H  1.229  2.587  6.321
Si  -3.211  -0.549  -0.645
H  -1.584  3.659  -4.444

Charge = +3
F_max = 0.6 eV Å⁻¹
Spin multiplicity = 4
LUMO energy (alpha / beta) = -10.400 / -11.252 eV
<S²> = 3.8027
Orbital gap (alpha / beta) = 7.314 / 6.435 eV

These are the Mulliken partial charges, in e, on atoms 1 to 4: H -0.033; H 0.552; C -0.971; H 0.695